Computed, not measured: a 2-piece molecular cluster, C7H13NO5S overall in a non-equilibrium geometry, with ωB97M-V/def2-TZVPD.

Geometry as XYZ:
```
27
Properties=species:S:1:pos:R:3:forces:R:3:mulliken_charge:R:1
C 0.933145 -3.943041 -0.825869 -1.318 -1.060 -0.025 0.738
C -1.254604 -1.289476 -0.480071 -0.781 1.229 -0.478 -0.446
C -2.342802 -1.976618 0.451338 0.924 -1.490 -1.595 -0.512
C 1.564417 0.289460 -0.948485 -0.152 1.001 1.001 -1.413
C -0.132717 1.173952 0.629517 -1.772 -0.461 -0.835 -1.595
C 1.633286 -0.488452 1.562584 -0.418 2.780 -0.434 -0.914
C 0.724050 -0.008211 0.398024 1.550 -0.839 -0.940 0.872
N 0.012744 -1.202930 0.122494 -0.806 -1.704 0.121 -0.075
O -0.084449 -4.461406 -0.892597 -2.035 -0.531 -0.057 -0.387
O 1.982073 -3.533201 -0.789586 3.433 1.676 0.147 -0.334
O -0.824036 -2.469113 3.095323 -0.050 -0.774 0.031 -0.481
O -1.597153 -0.261566 3.816664 -0.774 0.503 -0.074 -0.535
O -2.641198 -1.347154 1.633467 0.409 1.742 2.132 -0.382
S -1.286591 -1.163476 2.755785 -0.458 -0.693 -1.777 1.042
H -1.188363 -1.910059 -1.409581 -0.117 0.177 0.783 0.311
H -1.676085 -0.303243 -0.775048 0.067 -0.433 0.024 0.313
H -3.280619 -1.942098 -0.206566 1.182 -0.511 1.252 0.335
H -1.911352 -2.977228 0.733051 -0.879 0.451 -0.850 0.378
H 2.236815 1.154389 -0.646164 -1.045 -0.613 -0.819 0.393
H 2.266517 -0.506996 -1.141841 -0.123 -0.527 -0.233 0.381
H 0.882554 0.483948 -1.846732 1.089 -0.083 1.325 0.334
H 0.372768 2.047635 0.443581 1.699 2.309 0.697 0.512
H -0.863452 1.249834 1.452040 0.619 -0.306 -0.189 0.208
H -0.649074 1.200452 -0.319710 -1.224 0.080 -0.080 0.480
H 2.146922 -1.385520 1.156583 -0.380 0.405 1.222 0.301
H 2.315587 0.375712 1.892103 -0.682 -1.481 -0.424 0.346
H 0.769893 -0.532521 2.288173 2.039 -0.847 0.076 0.130
```
Positions in Å, forces in eV/Å.

Relative energy (zero: lowest compared OMol25 entry of this formula, charge and spin) = 1.794 eV
Total energy = -30028.2606 eV
Lowest unoccupied orbital energy (alpha / beta) = -2.419 / -0.950 eV